[1]
Molecular formula: C6H11N2
Method: DFT, ωB97M-V/def2-TZVPD

```
19
Properties=species:S:1:pos:R:3:forces:R:3:lowdin_charge:R:1
C -1.98309 -0.22257 0.25927 0.735 -0.987 3.189 -0.318
C -0.14251 1.03617 0.04984 -4.532 0.026 -1.383 -0.002
C -1.16720 0.22132 -0.73722 2.923 3.194 0.934 -0.047
C -1.57460 1.15395 0.60710 2.957 -1.608 -0.603 0.090
C 2.53985 0.59793 -0.03589 1.141 -0.829 1.838 -0.050
C 1.30401 -0.13325 0.48965 0.648 0.756 -0.629 -0.250
N -2.86204 -1.21156 0.27813 -2.044 -1.145 0.293 0.169
N 0.95765 -1.19052 -0.30048 0.863 0.865 0.396 0.110
H 1.19019 -0.14694 1.56266 -0.154 -0.568 0.133 0.147
H 0.25540 1.95359 -0.43668 0.208 -0.727 0.566 0.150
H -1.45257 0.36830 -1.70937 -0.416 0.640 -2.677 0.118
H 2.65465 0.41066 -1.11530 -0.007 0.858 0.381 0.095
H 3.48143 0.13548 0.47350 -1.628 0.197 -0.861 0.134
H 2.61100 1.60377 0.38403 -0.218 0.246 -0.899 0.086
H -2.13076 2.01735 0.79413 -0.722 1.418 -0.111 0.108
H -3.41537 -1.58173 1.05970 0.721 0.603 -0.444 0.139
H 1.04144 -2.08827 0.05176 -0.334 -2.069 1.047 0.106
H 1.42252 -1.10505 -1.17115 0.243 -0.293 -1.048 0.103
H -2.73000 -1.81862 -0.50368 -0.383 -0.577 -0.123 0.112
```
Forces are in eV/Å.

Results
E_HOMO (alpha / beta) = -9.1 / -13.8 eV
Relative energy (zero: lowest compared OMol25 entry of this formula, charge and spin) = 4.042 eV
Orbital gap (alpha / beta) = 6.446 / 6.608 eV
Spin multiplicity = 3
Net charge = +1
Electronic energy = -344.1984 Eh

[2]
Molecular formula: C6H11N2
Method: DFT, ωB97M-V/def2-TZVPD

```
19
Properties=species:S:1:pos:R:3:forces:R:3:lowdin_charge:R:1
C -1.53262 -1.32650 0.43091 -1.136 -0.153 -0.396 -0.148
C -1.09395 -0.01684 -0.04451 2.110 0.673 -0.623 -0.139
C -0.20572 -0.30959 -1.30395 1.805 1.634 0.914 -0.110
C -0.12705 -1.68636 -1.34142 0.764 0.004 -3.591 -0.197
C 0.42540 0.02369 0.15205 -2.951 3.782 -3.167 0.036
C 1.59181 1.79502 1.25606 0.475 1.261 -0.531 -0.012
N -0.85641 -2.24357 -0.44891 -2.480 -3.338 4.766 0.027
N 0.80605 1.45522 0.07079 1.730 0.614 -1.754 -0.029
H -1.44441 -1.38187 1.49108 0.991 -0.636 0.937 0.130
H -2.56019 -1.38889 0.32078 -2.378 -0.420 -0.560 0.107
H -1.73236 0.88668 -0.07822 0.419 -0.588 0.639 0.161
H 0.01614 0.31515 -2.23037 -0.369 -0.503 1.633 0.174
H 0.41013 -2.31495 -1.93733 1.547 -0.987 -1.819 0.106
H 1.99459 2.77551 1.19728 0.627 0.909 -0.619 0.100
H 1.02296 1.86646 2.11179 -1.492 -0.673 1.871 0.086
H 2.37713 1.08715 1.30310 0.686 -0.693 0.370 0.105
H -0.57307 -3.13787 -0.07923 -0.248 -0.069 -0.005 0.163
H 1.56161 1.54820 -0.73012 -2.291 0.128 1.389 0.223
H -0.08004 2.05336 -0.13979 2.190 -0.944 0.546 0.216
```
Forces are in eV/Å.

Results
E_HOMO (alpha / beta) = -9.1 / -13.6 eV
Relative energy (zero: lowest compared OMol25 entry of this formula, charge and spin) = 3.294 eV
Orbital gap (alpha / beta) = 5.812 / 7.412 eV
Spin multiplicity = 3
Net charge = +1
Electronic energy = -344.2259 Eh

[3]
Molecular formula: C6H11N2O
Method: DFT, ωB97M-V/def2-TZVPD

```
20
Properties=species:S:1:pos:R:3:forces:R:3:lowdin_charge:R:1
C 1.89608 1.15045 -0.03355 1.505 -0.696 -2.835 0.028
C 0.61961 0.48225 0.20896 0.773 -1.030 0.866 -0.200
N -0.05612 0.64053 1.33186 0.878 3.384 0.882 0.158
C -1.43098 0.31986 1.30703 -1.510 -1.551 -0.996 -0.135
N -2.04884 -0.09983 0.28263 0.885 0.142 -0.046 0.152
C -1.25772 -0.15744 -1.00084 -1.101 1.130 0.543 -0.293
O -1.01765 1.19248 -1.35050 1.379 0.054 -0.077 0.010
C 0.14025 -0.68558 -0.67447 0.740 1.290 -0.625 -0.231
C 0.21678 -1.97284 0.09377 -0.072 -0.321 2.650 -0.025
H 1.90068 1.64797 -1.09575 -0.454 -0.616 1.953 0.166
H 2.74188 0.39388 -0.23364 -1.373 0.612 0.494 0.149
H 2.25674 1.81333 0.71879 -0.084 0.630 0.535 0.082
H 0.19403 1.45758 2.05249 -0.328 -2.406 -2.128 0.249
H -1.99067 0.34918 2.21649 0.112 0.424 0.752 0.136
H -1.94827 -0.50909 -1.77349 0.721 -1.153 0.267 0.165
H -1.83350 1.63871 -1.52603 -0.890 0.436 -0.205 0.113
H 0.85908 -0.79516 -1.50519 -0.749 0.659 -0.071 0.164
H 0.65720 -2.75202 -0.48740 -0.238 -0.616 -0.557 0.082
H -0.81022 -2.18952 0.45642 0.914 -0.536 -0.128 0.101
H 0.91164 -1.92475 1.01242 -1.108 0.165 -1.275 0.129
```
Forces are in eV/Å.

Results
E_HOMO = -14.5 eV
Relative energy (zero: lowest compared OMol25 entry of this formula, charge and spin) = 2.337 eV
Orbital gap = 9.394 eV
Net charge = +1
Electronic energy = -419.6710 Eh
SMILES string = CC1=[NH+]C=N[C@@H](O)[C@@H]1C

[4]
Molecular formula: C6H11N2O
Method: DFT, ωB97M-V/def2-TZVPD

```
20
Properties=species:S:1:pos:R:3:forces:R:3:lowdin_charge:R:1
C -0.80290 2.45350 -0.57216 0.695 0.174 -0.354 -0.083
C -0.41847 1.20812 -1.12485 0.267 -0.157 1.320 -0.105
C 0.36811 3.10764 -0.20620 -1.762 -0.823 -0.354 -0.119
C 0.94382 1.07310 -0.86897 -0.398 -0.397 -1.116 -0.184
C -1.42122 -2.41969 0.89631 1.086 -0.188 -0.390 0.051
C -0.01426 -2.05999 0.39355 -0.655 1.567 3.109 -0.365
N 1.38709 2.24967 -0.34941 0.299 -0.135 -0.157 0.012
N 0.62521 -1.27530 1.25528 0.709 1.314 -1.534 0.230
O 0.66588 -2.33526 -0.67325 -0.013 -2.114 -0.825 0.160
H -1.81327 2.79928 -0.47498 -0.064 0.390 -0.252 0.094
H -1.11995 0.51465 -1.56854 0.329 -0.171 0.007 0.093
H 0.53579 4.13380 -0.12171 0.197 1.303 0.898 0.105
H -1.45055 -2.14991 1.98810 -0.218 -0.328 -1.299 0.117
H -2.20556 -1.91819 0.30035 0.474 -0.130 0.279 0.116
H -1.51001 -3.48907 0.76842 -0.467 -0.382 0.133 0.092
H 2.33119 2.51100 -0.16150 0.441 -0.109 -0.127 0.153
H 1.44167 -0.78665 0.83806 -0.373 -0.621 0.540 0.137
H 0.19127 -0.68082 1.98765 -0.080 -1.096 -0.782 0.170
H 1.64134 0.33930 -1.23619 0.099 -0.088 0.072 0.105
H 0.62481 -3.27517 -1.06996 -0.567 1.991 0.831 0.220
```
Forces are in eV/Å.

Results
E_HOMO = -11.4 eV
Relative energy (zero: lowest compared OMol25 entry of this formula, charge and spin) = 1.581 eV
Orbital gap = 7.241 eV
Net charge = +1
Electronic energy = -419.6988 Eh

[5]
Molecular formula: C6H11N2O2
Method: DFT, ωB97M-V/def2-TZVPD

```
21
Properties=species:S:1:pos:R:3:forces:R:3:lowdin_charge:R:1
C 1.07018 -0.30870 -1.47744 3.142 -2.254 -1.939 -0.268
C -0.31548 -0.77454 -1.68326 -0.453 0.350 3.928 -0.228
C 1.26848 0.98595 -0.69065 1.150 -1.222 0.057 -0.181
C -0.97959 -1.01356 -0.26635 -2.789 0.648 -1.660 -0.130
C 0.70126 0.61600 0.71634 -0.551 2.097 -0.796 -0.212
C -0.71218 0.19610 0.56061 -0.100 0.018 0.491 -0.438
N -1.59301 1.15347 0.82048 -0.683 0.483 -0.222 -0.134
N -0.62458 -0.31095 2.81235 1.183 1.528 0.614 -0.039
O 0.62561 -0.35304 2.96545 -1.924 -0.369 0.998 -0.260
O -2.80807 1.04215 0.41950 0.545 -0.361 0.242 -0.243
H 1.63194 -1.15003 -0.86681 -0.981 1.456 -0.990 0.138
H 1.57617 -0.46556 -2.56081 -0.535 1.185 2.166 0.130
H -0.92403 -0.08350 -2.16409 -1.004 1.673 -0.929 0.090
H -0.33384 -1.61241 -2.26263 -0.007 -2.641 -1.517 0.062
H 2.36842 1.08172 -0.59977 -0.351 0.417 -0.053 0.093
H 0.87811 1.87756 -1.22951 -0.139 -0.539 0.755 0.114
H -2.14801 -1.02628 -0.47483 2.227 -0.232 0.806 0.127
H -0.66445 -1.91974 0.25287 0.141 -0.117 -0.224 0.100
H 1.27283 -0.13963 1.25520 0.410 -0.187 -0.606 0.084
H 0.67867 1.48216 1.39985 0.163 -0.106 -0.423 0.107
H -0.96842 0.72280 3.07351 0.556 -1.826 -0.697 0.087
```
Forces are in eV/Å.

Results
E_HOMO (alpha / beta) = -3.0 / -3.0 eV
Relative energy (zero: lowest compared OMol25 entry of this formula, charge and spin) = 4.047 eV
Orbital gap (alpha / beta) = 6.893 / 6.895 eV
Net charge = -1
Electronic energy = -495.0427 Eh

[6]
Molecular formula: C6H11N2O2S
Method: DFT, ωB97M-V/def2-TZVPD

```
22
Properties=species:S:1:pos:R:3:forces:R:3:lowdin_charge:R:1
C 0.31617 2.61018 -0.72815 -1.022 1.063 1.589 -0.056
C 0.00890 -0.46021 0.23174 0.563 -0.800 0.327 -0.504
C -0.82010 2.99586 0.27016 1.840 0.419 -2.499 -0.173
C -0.54467 0.47061 -0.84787 0.662 2.103 1.799 -0.551
C 2.03265 -3.09172 0.31829 -0.852 -1.671 -2.324 -0.052
C 0.51452 -2.82518 0.31012 -2.269 -1.265 2.163 -0.202
N 0.36695 1.45788 -1.10563 -1.503 -4.715 -2.226 0.121
N -1.43408 1.77644 0.61668 -2.027 -0.742 3.135 0.008
O 0.26069 -0.13367 1.36920 -0.220 -0.557 -0.960 0.129
O 0.19503 -1.60942 -0.37950 -0.340 0.546 -0.350 -0.039
S -1.87815 -0.09705 -1.75353 0.368 1.523 -1.513 0.978
H 1.14795 3.17137 -0.98542 1.193 1.924 -0.307 0.123
H -0.15009 3.40749 1.01170 -0.815 0.969 0.716 0.133
H -1.44552 3.65144 -0.39728 0.294 -0.059 1.560 0.157
H 2.42469 -2.26678 0.85769 0.851 0.491 0.569 0.057
H 2.15694 -4.06598 0.84838 0.281 0.880 -0.323 0.095
H 2.54222 -3.16601 -0.74965 -1.299 0.171 2.209 0.129
H 0.13957 -2.67949 1.40809 0.992 -0.175 -1.725 0.150
H -0.32448 -3.56709 -0.07854 2.500 1.059 0.251 0.168
H -1.03018 1.33384 1.56994 -1.272 1.340 -2.785 0.180
H -2.49219 1.96530 0.69267 2.091 -0.995 -0.038 0.167
H -1.98680 1.12218 -2.47908 -0.017 -1.510 0.731 -0.019
```
Forces are in eV/Å.

Results
E_HOMO = -14.1 eV
Relative energy (zero: lowest compared OMol25 entry of this formula, charge and spin) = 1.418 eV
Orbital gap = 9.884 eV
Net charge = +1
Electronic energy = -893.0625 Eh

Which value of net charge does entry 6 give?
+1

Repeat the fourth record exactly.
Molecular formula: C6H11N2O
Method: DFT, ωB97M-V/def2-TZVPD

```
20
Properties=species:S:1:pos:R:3:forces:R:3:lowdin_charge:R:1
C -0.80290 2.45350 -0.57216 0.695 0.174 -0.354 -0.083
C -0.41847 1.20812 -1.12485 0.267 -0.157 1.320 -0.105
C 0.36811 3.10764 -0.20620 -1.762 -0.823 -0.354 -0.119
C 0.94382 1.07310 -0.86897 -0.398 -0.397 -1.116 -0.184
C -1.42122 -2.41969 0.89631 1.086 -0.188 -0.390 0.051
C -0.01426 -2.05999 0.39355 -0.655 1.567 3.109 -0.365
N 1.38709 2.24967 -0.34941 0.299 -0.135 -0.157 0.012
N 0.62521 -1.27530 1.25528 0.709 1.314 -1.534 0.230
O 0.66588 -2.33526 -0.67325 -0.013 -2.114 -0.825 0.160
H -1.81327 2.79928 -0.47498 -0.064 0.390 -0.252 0.094
H -1.11995 0.51465 -1.56854 0.329 -0.171 0.007 0.093
H 0.53579 4.13380 -0.12171 0.197 1.303 0.898 0.105
H -1.45055 -2.14991 1.98810 -0.218 -0.328 -1.299 0.117
H -2.20556 -1.91819 0.30035 0.474 -0.130 0.279 0.116
H -1.51001 -3.48907 0.76842 -0.467 -0.382 0.133 0.092
H 2.33119 2.51100 -0.16150 0.441 -0.109 -0.127 0.153
H 1.44167 -0.78665 0.83806 -0.373 -0.621 0.540 0.137
H 0.19127 -0.68082 1.98765 -0.080 -1.096 -0.782 0.170
H 1.64134 0.33930 -1.23619 0.099 -0.088 0.072 0.105
H 0.62481 -3.27517 -1.06996 -0.567 1.991 0.831 0.220
```
Forces are in eV/Å.

Results
E_HOMO = -11.4 eV
Relative energy (zero: lowest compared OMol25 entry of this formula, charge and spin) = 1.581 eV
Orbital gap = 7.241 eV
Net charge = +1
Electronic energy = -419.6988 Eh

Among the records above, which one has the lowest electronic energy?
C6H11N2O2S

Which of these has the lowest electronic energy?
C6H11N2O2S